6 unconnected molecules or ions with the total composition C5H21NO6 in a non-equilibrium geometry. Source: OMol25; level of theory: ωB97M-V/def2-TZVPD.

Computed properties:
LUMO = 0.5 eV
HOMO-LUMO gap = 10.3 eV
ΔE to the lowest compared entry with this formula, charge and spin = 427.8 kJ/mol
multiplicity = 1
F_max = 0.154 Eh/bohr
molar mass = 191.224 g mol⁻¹

Each line ends with the natural charge from an NBO analysis.
Positions of all 33 atoms, in Å:
C  2.35662  -1.63564  1.42039  -0.05
O  2.67306  -0.46250  2.05789  -0.70
C  1.02738  -1.55335  0.65211  -0.43
C  1.23055  -0.99925  -0.72425  -0.40
C  0.35777  -1.89722  -1.72041  -0.24
C  -1.39007  -1.15752  -3.10895  -0.07
N  -0.88375  -1.45259  -1.91067  -0.43
H  3.20852  -1.88533  0.75608  0.17
H  2.36156  -2.54530  2.01267  0.16
H  2.35907  -0.41447  2.85174  0.46
H  0.81844  -2.65082  0.55793  0.19
H  0.18487  -1.09744  1.19131  0.23
H  0.92618  -0.00488  -0.87537  0.22
H  2.30817  -0.91996  -1.02869  0.20
H  0.97844  -2.19086  -2.62736  0.15
H  0.36712  -2.89227  -1.16222  0.20
H  -2.41368  -0.79891  -3.24781  0.20
H  -0.62127  -1.35561  -3.97576  0.15
H  -0.68853  1.60694  1.63863  0.48
H  0.21824  2.64191  2.11236  0.47
O  -0.35561  2.52567  1.47573  -0.93
H  -2.43583  -0.45660  2.32755  0.50
H  -2.29291  1.03596  2.54197  0.46
O  -2.17687  0.20932  2.97151  -0.96
H  1.07494  2.46248  -2.04819  0.49
H  2.27455  1.43320  -1.70420  0.48
O  1.80737  2.23064  -1.49286  -0.96
H  -0.59633  2.47100  -0.39135  0.49
H  -0.62163  3.88564  -0.88701  0.46
O  -1.28071  3.02708  -0.98104  -0.97
H  -2.72534  -1.32750  0.16888  0.49
H  -2.48028  0.21809  -0.12540  0.50
O  -2.85617  -0.47888  0.49072  -0.97